Record 1
C37H36CaClFN9O6S2 | wB97M-V/def2-TZVPD

Each line ends with the Löwdin charge.
CARTESIAN COORDINATES (ANGSTROEM)
Ca: 1.42733 1.22357 0.84459  1.22
C: 7.63816 3.54230 -0.45846  -0.06
O: 6.45880 2.81965 -0.17225  -0.10
C: 6.42902 2.03766 0.94062  -0.18
C: 7.57466 1.77052 1.67633  -0.02
C: 7.51949 0.90661 2.75782  -0.08
C: 6.32852 0.30947 3.09317  -0.05
C: 5.14246 0.57540 2.39879  -0.11
C: 3.97413 -0.16639 2.87352  -0.09
N: 2.76264 0.07894 2.58605  -0.06
N: 1.83184 -0.79527 3.08301  0.06
C: 0.65811 -0.21987 3.25300  -0.49
O: 0.42066 1.03028 3.12829  -0.17
C: -0.48057 -1.12702 3.58521  -0.15
C: -1.76123 -0.59637 3.68055  -0.03
C: -2.84871 -1.42183 3.91683  -0.09
C: -2.66389 -2.78856 4.07002  -0.10
C: -1.38458 -3.32399 3.98350  -0.09
C: -0.29856 -2.49908 3.73913  -0.03
C: 5.20196 1.46818 1.32672  -0.06
O: 3.99239 1.69429 0.65309  -0.04
H: 8.45061 2.87633 -0.75873  0.10
H: 7.95814 4.14304 0.39681  0.10
H: 7.38207 4.19935 -1.28552  0.09
H: 8.51425 2.21495 1.38607  0.10
H: 8.41876 0.69378 3.32048  0.10
H: 6.28287 -0.38516 3.92189  0.11
H: 4.20232 -0.98917 3.55386  0.12
H: -1.88611 0.46755 3.52830  0.12
H: -3.84696 -1.00401 3.95198  0.10
H: -3.51485 -3.43637 4.24018  0.10
H: -1.23732 -4.39184 4.09051  0.09
H: 0.69949 -2.90486 3.64739  0.10
C: -2.56429 -2.07632 -5.14392  -0.07
C: -1.88822 -2.95908 -4.10134  -0.21
N: -1.51534 -2.23265 -2.90451  -0.05
C: -0.23774 -1.76043 -2.80201  -0.01
C: 0.22833 -1.02293 -1.76294  -0.04
C: 1.66706 -0.62181 -1.89955  -0.55
O: 2.25414 -0.78816 -2.97136  0.01
O: 2.28454 -0.10470 -0.87264  -0.19
C: -0.68207 -0.68100 -0.67956  -0.32
O: -0.36694 -0.00472 0.36528  -0.23
C: -2.02891 -1.12272 -0.83695  -0.08
C: -2.98260 -0.82083 0.16934  0.05
C: -4.27281 -1.28234 0.05272  -0.23
F: -5.14781 -1.00190 1.06450  0.03
C: -4.74134 -2.00114 -1.03174  -0.18
C: -3.78824 -2.30378 -2.04810  0.01
C: -2.46929 -1.89716 -1.93921  -0.14
N: -6.10316 -2.43584 -1.06092  -0.10
C: -6.46937 -3.47636 -1.99688  -0.18
C: -6.76528 -2.98258 -3.41581  -0.21
N: -7.73736 -1.85953 -3.37897  -0.05
C: -7.33226 -0.78133 -2.43435  -0.19
C: -7.10395 -1.37847 -1.05236  -0.17
H: -2.84856 -2.66065 -6.02096  0.07
H: -1.87916 -1.28729 -5.45783  0.08
H: -3.45727 -1.59837 -4.73942  0.06
H: -0.97495 -3.38232 -4.52005  0.11
H: -2.52569 -3.80129 -3.82157  0.11
H: 0.42501 -2.00755 -3.61859  0.13
H: -2.67639 -0.25732 1.03671  0.10
H: -4.09279 -2.89335 -2.89553  0.06
H: -7.37221 -3.96963 -1.62156  0.11
H: -5.68019 -4.22771 -2.03262  0.12
H: -7.21135 -3.77026 -4.02908  0.08
H: -5.87758 -2.60641 -3.91601  0.09
H: -8.70100 -2.22104 -3.13099  0.03
H: -7.88421 -1.47512 -4.35404  0.02
H: -8.13486 -0.04044 -2.43933  0.09
H: -6.41828 -0.32762 -2.81523  0.12
H: -8.04741 -1.79065 -0.67994  0.11
H: -6.79377 -0.59349 -0.36658  0.12
N: 1.58567 3.20572 4.30327  0.11
C: 2.29490 3.89467 3.39758  -0.67
N: 2.58380 3.45842 2.20094  0.08
C: 3.38722 4.35906 1.53986  -0.35
C: 3.72083 5.48812 2.20398  -0.36
S: 2.99662 5.45660 3.77269  1.03
C: 3.76136 4.06526 0.16716  -0.29
C: 3.84662 4.88415 -0.88474  -0.33
S: 4.03242 4.00261 -2.37954  1.07
C: 3.99218 2.48942 -1.54541  -0.63
N: 3.94238 2.74534 -0.22801  -0.09
N: 4.02990 1.27767 -2.00998  0.17
H: 1.11247 2.34880 3.95860  0.06
H: 1.17993 3.69875 5.07755  0.09
H: 4.33961 6.30028 1.86394  0.07
H: 3.61985 5.93494 -0.89586  0.09
H: 3.95846 1.15488 -3.00992  0.11
H: 3.38156 0.51786 -1.43793  0.07
Cl: 0.80192 3.22164 -0.94304  -0.25

Output
Net charge = -1
E_HOMO (spin up / spin down) = -0.0509 / -0.0556 Eh
Energy above the lowest of the compared OMol25 structures with the same formula, charge and spin = 4.664 eV
2S+1 = 1
Lowest unoccupied orbital energy (spin up / spin down) = 1.7 / 1.7 eV

---

Record 2
C37H36HfN3OS2Sb | wB97M-V/def2-TZVPD

Each line ends with the Löwdin charge.
CARTESIAN COORDINATES (ANGSTROEM)
Hf: 0.66564 0.59750 0.32352  1.29
C: 3.41964 0.21791 -1.36111  -0.02
C: 3.82136 0.34679 0.07635  -0.31
C: 5.16946 0.38719 0.45409  0.02
C: 5.48760 0.53748 1.77527  0.05
C: 4.47062 0.63712 2.74760  -0.14
C: 4.75313 0.77802 4.12478  0.00
C: 3.72770 0.85415 5.02192  -0.04
C: 2.39203 0.79585 4.58210  -0.08
C: 2.07765 0.66212 3.25077  -0.57
S: 0.37438 0.57449 2.76600  0.62
C: 3.13085 0.58176 2.30618  -0.23
N: 2.83817 0.44397 0.96764  -0.03
H: 4.23380 -0.16808 -1.97084  0.10
H: 3.13522 1.19172 -1.76937  0.10
H: 2.57696 -0.47690 -1.47949  0.05
H: 5.93395 0.30349 -0.30502  0.13
H: 6.52289 0.57862 2.09131  0.14
H: 5.78518 0.82140 4.44691  0.13
H: 3.93021 0.95840 6.07885  0.12
H: 1.59057 0.85626 5.30688  0.11
C: 0.12535 -1.59589 -5.20684  -0.05
C: -0.21822 -1.99760 -3.92433  -0.06
C: -0.12593 -1.09955 -2.87140  -0.08
C: 0.29546 0.20294 -3.10970  -0.27
C: 0.64340 0.61150 -4.39336  -0.01
C: 0.55635 -0.29468 -5.43640  -0.04
N: 0.37970 1.09955 -1.99628  -0.08
N: 0.23228 2.30793 -2.29084  0.12
C: 0.37270 3.22767 -1.24235  -0.31
C: 0.15651 4.55860 -1.58928  0.00
C: 0.29633 5.52974 -0.61014  -0.04
C: 0.64453 5.15421 0.67938  -0.04
C: 0.84581 3.81198 1.00599  -0.11
C: 0.72472 2.80449 0.05420  -0.22
H: 0.06182 -2.29564 -6.02895  0.12
H: -0.56048 -3.00907 -3.74764  0.11
H: -0.41328 -1.40178 -1.87020  0.03
H: 0.98208 1.62365 -4.56290  0.12
H: 0.83039 0.01415 -6.43597  0.12
H: -0.11055 4.80957 -2.60732  0.12
H: 0.13912 6.57215 -0.85052  0.12
H: 0.75871 5.91152 1.44430  0.12
H: 1.09894 3.56107 2.03005  0.09
C: 2.93641 -3.17766 0.32699  -0.29
Sb: 0.93576 -2.50237 0.59691  1.29
C: -0.14903 -4.00425 -0.45873  -0.27
C: 0.61074 -3.14995 2.58900  -0.29
H: 3.00553 -4.23084 0.59360  0.02
H: 3.60350 -2.60402 0.97023  0.00
H: 3.24264 -3.05315 -0.71091  0.01
H: 0.44712 -4.91451 -0.49029  0.02
H: -0.38551 -3.69569 -1.47384  -0.02
H: -1.07887 -4.20050 0.07422  0.00
H: 0.75930 -4.22697 2.64311  0.02
H: -0.40036 -2.89668 2.90075  0.01
H: 1.31765 -2.64505 3.24517  0.01
O: -1.37370 0.31838 0.19269  -0.71
S: -2.59829 0.24181 -0.76819  1.12
C: -3.19742 -1.39494 -0.48126  -0.38
C: -3.53360 -2.13545 -1.60521  -0.07
C: -4.00853 -3.42974 -1.43361  -0.05
C: -4.12349 -3.95790 -0.15736  -0.04
C: -3.76889 -3.20437 0.96080  -0.05
C: -3.30556 -1.91103 0.80674  -0.06
C: -3.77213 1.30318 0.01261  -0.38
C: -4.73861 1.85586 -0.81669  -0.07
C: -5.70675 2.67264 -0.25296  -0.04
C: -5.68080 2.93550 1.10940  -0.04
C: -4.69136 2.38934 1.91989  -0.04
C: -3.72512 1.56057 1.37644  -0.06
H: -3.42706 -1.70995 -2.59620  0.12
H: -4.28685 -4.02027 -2.29559  0.12
H: -4.49648 -4.96488 -0.02576  0.12
H: -3.87124 -3.62623 1.95163  0.12
H: -3.03800 -1.30982 1.66688  0.12
H: -4.73588 1.65702 -1.88187  0.12
H: -6.47135 3.11110 -0.87886  0.12
H: -6.43272 3.57964 1.54479  0.12
H: -4.67368 2.61195 2.97793  0.12
H: -2.94015 1.14351 1.99374  0.10

Output
Net charge = +2
E_HOMO = -0.4854 Eh
2S+1 = 1
Lowest unoccupied orbital energy = -6.3 eV